(1)
A single C4HNO4 molecule in a non-equilibrium geometry, computed with wB97M-V/def2-TZVPD.

Each line ends with the Löwdin charge.
Positions of all 10 atoms, in Å:
O1 -0.506 -1.582 -2.394  0.149
C1 -0.301 -0.980 -1.381  -0.285
C2 0.385 0.297 -1.067  0.137
C3 0.199 0.183 0.265  -0.030
N1 0.400 1.029 1.442  -0.354
O2 -0.135 0.674 2.434  0.159
O3 1.129 2.009 1.253  0.088
C4 -0.704 -1.066 0.187  -0.226
O4 -1.340 -1.749 0.904  0.183
H1 0.873 1.185 -1.643  0.179

Calculated values
Kohn-Sham gap: 8.3227 eV
LUMO energy: -0.0725 Ha
energy relative to the best compared isomer or geometry (same formula, charge and spin): 3.467 eV
highest occupied orbital energy: -0.3783 hartree
SMILES: O=c1cc([N+](=O)[O-])c1=O
total charge: 0

(2)
A single C6H8N2 molecule in a non-equilibrium geometry, computed with wB97M-V/def2-TZVPD.

Each line ends with the Löwdin charge.
Positions of all 16 atoms, in Å:
C1 2.315 -0.671 -0.796  -0.127
C2 1.050 -0.228 -0.214  -0.228
C3 1.021 -0.356 1.366  -0.103
N1 -0.117 0.055 1.884  0.062
N2 -0.860 0.018 0.795  -0.250
C4 -0.304 0.076 -0.381  -0.211
C5 -1.743 0.397 -0.943  -0.074
C6 -1.998 0.931 0.560  -0.083
H1 2.267 0.086 -1.842  0.148
H2 3.293 -0.698 -0.134  0.106
H3 2.035 -1.743 -1.123  0.089
H4 1.861 -0.821 2.123  0.148
H5 -1.653 1.018 -1.907  0.098
H6 -2.558 -0.548 -1.240  0.163
H7 -1.822 2.070 0.660  0.139
H8 -2.788 0.416 1.193  0.124

Calculated values
Kohn-Sham gap: 9.4001 eV
LUMO energy: 0.0310 Ha
energy relative to the best compared isomer or geometry (same formula, charge and spin): 5.685 eV
highest occupied orbital energy: -0.3144 hartree
SMILES: Cc1cnn2c1CC2
total charge: 0

(3)
A molecular structure, C6H10HgNaO3 in a non-equilibrium geometry, computed with wB97M-V/def2-TZVPD.

Each line ends with the Löwdin charge.
Positions of all 21 atoms, in Å:
C1 2.628 1.992 -0.313  -0.267
C2 1.623 1.555 -1.118  -0.013
C3 0.582 0.568 -0.663  -0.158
C4 -0.061 -0.021 -1.851  -0.217
O1 -1.274 -0.079 -2.076  -0.014
O2 3.335 3.074 -0.467  -0.324
Hg1 5.247 4.777 0.297  0.299
Na1 -2.831 0.149 -0.451  0.629
H1 2.756 1.456 0.650  0.132
H2 1.266 2.209 -1.922  0.138
H3 0.636 -0.228 0.268  0.199
H4 0.598 -0.321 -2.694  0.142
C5 -2.096 -2.563 0.820  -0.124
C6 -1.521 -1.521 1.783  -0.506
O3 -1.693 -0.214 1.373  -0.408
H5 -1.780 -3.583 1.089  0.069
H6 -3.198 -2.543 0.846  0.065
H7 -1.743 -2.378 -0.210  0.055
H8 -0.427 -1.737 1.855  0.083
H9 -1.939 -1.720 2.796  0.096
H10 -0.109 1.130 -0.012  0.122

Calculated values
expectation value of S²: 0.777
2S+1: 2
Kohn-Sham gap (spin up / spin down): 7.0424 / 5.2441 eV
LUMO energy (spin up / spin down): -0.0195 / -0.0850 Ha
highest occupied orbital energy (spin up / spin down): -0.2783 / -0.2777 hartree
total charge: 0